[1]
Below is a gas-phase ion, C22H23N2O2 (charge +1) at a distorted geometry, with properties calculated with wB97M-V/def2-TZVPD.

The SMILES is C[N+](C)(NC=O)[C@H](c1ccccc1)c1ccc(Oc2ccccc2)cc1. The HOMO energy comes out at -11.178 eV. For the electronic energy, the calculation gives -30252.564 eV. Its spin multiplicity is 1. For the relative energy (zero: lowest compared OMol25 entry of this formula, charge and spin), the calculation gives 471.72 kJ/mol. Its net charge is +1.

Element x y z (Å)
C  0.223  -2.205  2.425
N  0.887  -0.814  2.255
C  -0.250  0.127  2.692
N  1.859  -0.742  3.325
C  2.842  -1.754  3.319
O  3.293  -2.328  2.322
H  -0.709  -2.212  1.825
H  0.967  -2.935  2.080
H  -0.053  -2.294  3.485
H  -1.025  0.214  1.919
H  -0.694  -0.307  3.611
H  0.150  1.174  2.908
H  1.287  -0.914  4.192
H  3.174  -1.882  4.353
C  -5.533  0.306  -2.789
C  -4.575  1.268  -3.203
C  -3.298  0.836  -3.567
C  -3.037  -0.538  -3.602
O  -1.713  -0.952  -3.769
C  -0.926  -0.743  -2.630
C  -0.881  -1.742  -1.646
C  -0.059  -1.548  -0.532
C  0.684  -0.365  -0.370
C  1.608  -0.296  0.773
C  2.270  1.001  0.996
C  3.587  0.958  1.497
C  4.338  2.140  1.627
C  3.817  3.379  1.186
C  2.536  3.389  0.636
C  1.750  2.240  0.588
C  0.854  0.448  -1.521
C  -0.105  0.401  -2.554
C  -4.023  -1.504  -3.284
C  -5.236  -1.049  -2.787
H  -6.529  0.684  -2.434
H  -4.794  2.323  -3.211
H  -2.481  1.550  -3.776
H  -1.494  -2.640  -1.776
H  0.078  -2.425  0.106
H  2.406  -1.201  0.775
H  4.100  -0.021  1.715
H  5.377  2.097  2.008
H  4.439  4.284  1.221
H  2.176  4.297  0.171
H  0.785  2.289  0.092
H  1.787  1.112  -1.600
H  -0.117  1.182  -3.318
H  -3.786  -2.540  -3.339
H  -5.957  -1.749  -2.396

---

[2]
Below is C22H23N3O3 in the gas phase at a distorted geometry, with properties calculated with wB97M-V/def2-TZVPD.

The SMILES is CN(Cc1cccnc1)C(=O)c1cc(COc2ccc3c(c2)CCCC3)on1. The HOMO energy comes out at -8.457 eV. For the electronic energy, the calculation gives -33798.962 eV. Its spin multiplicity is 1. For the relative energy (zero: lowest compared OMol25 entry of this formula, charge and spin), the calculation gives 404.10 kJ/mol. Its net charge is 0.

Element x y z (Å)
C  -3.032  4.239  -0.005
N  -3.284  3.087  0.823
C  -2.589  1.930  0.858
O  -2.937  1.010  1.583
C  -1.384  1.750  0.006
N  -0.744  2.658  -0.692
O  0.314  2.055  -1.277
C  0.331  0.757  -0.931
C  -0.726  0.496  -0.112
H  -1.012  -0.427  0.344
C  1.430  -0.100  -1.457
O  1.016  -1.438  -1.367
C  1.895  -2.418  -1.750
C  1.433  -3.727  -1.620
C  2.245  -4.778  -1.981
C  3.530  -4.569  -2.476
C  3.992  -3.265  -2.602
C  3.171  -2.199  -2.242
H  3.559  -1.198  -2.358
C  5.360  -2.961  -3.153
C  6.283  -4.173  -3.117
C  5.564  -5.374  -3.719
C  4.386  -5.754  -2.830
H  4.765  -6.196  -1.901
H  3.771  -6.514  -3.319
H  5.205  -5.116  -4.718
H  6.245  -6.221  -3.814
H  6.556  -4.397  -2.084
H  7.199  -3.956  -3.669
H  5.245  -2.628  -4.191
H  5.803  -2.132  -2.597
H  1.881  -5.790  -1.878
H  0.438  -3.889  -1.237
H  1.645  0.188  -2.497
H  2.339  0.071  -0.856
C  -4.435  3.149  1.711
C  -4.030  3.137  3.162
C  -2.932  3.862  3.614
N  -2.539  3.892  4.874
C  -3.223  3.189  5.760
C  -4.330  2.423  5.426
C  -4.736  2.398  4.103
H  -5.587  1.805  3.799
H  -4.854  1.856  6.179
H  -2.862  3.243  6.778
H  -2.329  4.446  2.930
H  -5.080  2.285  1.519
H  -4.989  4.063  1.484
H  -2.114  4.093  -0.568
H  -2.931  5.131  0.618
H  -3.866  4.390  -0.696